C35H41B2F7I2O30P | ωB97M-V with the def2-TZVPD basis set

Calculated values
* total charge: -1
* calculated total energy: -144256.1815 eV

Atoms and positions in Å:
C -3.409 2.388 2.583
C -3.822 1.276 3.625
B -2.612 0.377 4.201
O -2.942 -0.504 5.308
B -1.028 0.313 3.635
C 0.009 1.278 4.508
I -1.131 2.541 5.920
C 1.142 0.462 5.229
C 1.853 1.321 6.376
I 2.765 -0.071 3.856
O -0.728 -1.167 3.641
C -0.289 -1.596 2.373
P -0.603 -3.372 1.898
O -1.681 -4.033 2.681
O 0.858 -4.182 2.129
O -0.954 -3.559 0.260
C -0.719 -0.415 1.353
O -2.096 -0.627 1.031
O 0.249 -0.419 0.300
C 0.843 0.855 0.124
O 1.936 1.097 0.537
C -0.003 1.941 -0.591
C -1.275 1.522 -1.159
C -2.177 2.466 -1.819
C -1.753 3.850 -1.904
C -0.427 4.287 -1.352
C 0.446 3.337 -0.698
O -0.733 0.653 2.218
H -3.235 1.923 1.574
H -4.311 3.056 2.441
H -2.570 3.042 2.922
H -4.266 1.824 4.517
H -4.674 0.650 3.226
H -3.167 0.090 6.045
H 0.503 1.965 3.763
H 0.778 -0.463 5.743
H 1.253 1.364 7.315
H 2.817 0.796 6.646
H 2.154 2.319 5.971
H 0.846 -1.544 2.328
H 1.531 -3.719 1.584
H -0.738 -2.706 -0.173
H -2.230 -1.431 0.499
H -1.597 0.464 -1.104
H -3.145 2.076 -2.198
H -2.452 4.561 -2.402
H -0.153 5.365 -1.442
H 1.435 3.657 -0.291
C -8.625 -0.671 1.058
C -8.488 -0.075 2.429
O -7.270 0.637 2.346
C -7.142 1.008 1.039
O -6.389 1.835 0.649
O -7.998 0.309 0.237
F -8.365 -1.039 3.372
H -8.094 -1.621 0.960
H -9.665 -0.819 0.768
H -9.294 0.610 2.705
C 0.960 9.270 -2.451
C 0.590 9.156 -3.900
O -0.354 8.099 -3.908
C -0.956 8.138 -2.682
O -1.973 7.582 -2.418
O -0.252 8.895 -1.801
F 1.656 8.791 -4.650
H 1.755 8.577 -2.166
H 1.257 10.280 -2.173
H 0.136 10.057 -4.321
C 2.706 -4.126 -1.921
C 4.181 -3.939 -2.107
O 4.500 -2.924 -1.171
C 3.592 -3.061 -0.161
O 3.702 -2.573 0.914
O 2.542 -3.842 -0.534
F 4.468 -3.482 -3.356
H 2.115 -3.421 -2.511
H 2.380 -5.138 -2.155
H 4.774 -4.830 -1.894
C 3.467 -6.991 3.103
C 4.191 -5.677 3.082
O 4.830 -5.690 1.816
C 4.041 -6.446 1.010
O 4.116 -6.457 -0.180
O 3.147 -7.180 1.723
F 5.138 -5.626 4.048
H 4.096 -7.815 3.446
H 2.566 -6.960 3.714
H 3.541 -4.801 3.156
C -0.144 -9.135 0.086
C 1.152 -9.576 0.697
O 1.699 -10.432 -0.289
C 1.221 -9.971 -1.482
O 1.669 -10.268 -2.541
O 0.170 -9.123 -1.306
F 0.939 -10.299 1.828
H -0.957 -9.842 0.269
H -0.453 -8.148 0.428
H 1.850 -8.764 0.906
C -4.256 7.772 -5.697
C -2.804 8.144 -5.686
O -2.735 9.192 -6.637
C -3.958 9.796 -6.611
O -4.186 10.867 -7.073
O -4.884 9.021 -5.982
F -2.034 7.118 -6.117
H -4.499 7.054 -6.484
H -4.591 7.371 -4.741
H -2.440 8.498 -4.724
C 6.771 -0.663 -3.005
C 6.663 -1.291 -4.363
O 7.994 -1.253 -4.841
C 8.787 -1.315 -3.731
O 9.947 -1.572 -3.751
O 8.081 -1.054 -2.598
F 5.885 -0.545 -5.188
H 6.711 0.427 -3.042
H 6.016 -1.033 -2.312
H 6.306 -2.323 -4.354